1.
This record from OMol25 describes the molecule C9H8O4 at a distorted geometry. The level of theory is the ωB97M-V functional and the def2-TZVPD basis.

Results
Energy above the lowest of the compared OMol25 structures with the same formula, charge and spin (kcal/mol): 190.23
SMILES: O=C1C=CC(=O)C(CCC(=O)O)=C1
Gap between HOMO and LUMO (Ha): 0.311
Molar mass (g mol⁻¹): 180.16
LUMO level (eV): -1.6645

```
21
Properties=species:S:1:pos:R:3:forces:R:3:nbo_charge:R:1
O 2.502953 -2.140319 1.762438 -2.03 5.68 -5.98 -0.504
C 2.189535 -1.227881 0.834666 1.07 -3.06 2.66 0.517
C 3.357313 -0.355092 0.014826 -1.75 4.27 -0.98 -0.255
C 3.047542 1.083050 -0.353734 -0.43 -4.17 1.67 -0.263
C 1.554470 1.642943 0.150588 -0.40 3.82 1.44 0.511
O 1.351042 2.872810 0.637128 1.20 -7.65 -3.24 -0.510
C 0.321378 0.523996 -0.008793 1.07 -2.55 1.08 -0.030
C -1.111418 1.103124 -0.555833 0.36 -0.20 -0.68 -0.440
C -2.287660 -0.058520 -0.726792 -0.47 0.97 0.16 -0.534
C -2.885261 -0.591694 0.714004 -1.41 2.30 4.15 0.775
O -3.268497 0.220447 1.705632 2.65 -5.58 -6.65 -0.552
O -2.958914 -2.072018 0.887943 0.11 3.20 -2.37 -0.696
C 0.624936 -0.890285 0.349302 0.33 4.01 -0.83 -0.288
H 4.384097 -0.802481 -0.330093 -2.27 0.69 1.10 0.258
H 3.799494 1.767040 -0.950079 -1.75 -1.45 1.55 0.261
H -1.494620 2.058680 0.038372 0.93 -2.37 -0.97 0.282
H -0.908040 1.493142 -1.665600 -0.34 -0.85 2.37 0.237
H -1.917506 -0.918270 -1.437288 -0.69 1.56 1.62 0.228
H -3.186888 0.497936 -1.281161 1.88 -1.33 1.32 0.266
H -2.916584 -2.488953 -0.043536 0.02 1.07 2.07 0.483
H -0.197370 -1.717656 0.258008 1.92 1.63 0.52 0.255
```
Forces are in eV/Å.

2.
This record from OMol25 describes the molecule C2H3NOS at a distorted geometry. The level of theory is the ωB97M-V functional and the def2-TZVPD basis.

Results
Energy above the lowest of the compared OMol25 structures with the same formula, charge and spin (kcal/mol): 61.30
SMILES: C=NOC=S
Gap between HOMO and LUMO (Ha): 0.343
Molar mass (g mol⁻¹): 89.12
LUMO level (eV): 0.2706

```
8
Properties=species:S:1:pos:R:3:forces:R:3:nbo_charge:R:1
C 1.343592 -1.037456 0.359691 -0.32 2.16 -1.16 -0.104
C -1.334741 0.942767 -0.320278 1.68 0.54 -0.18 0.021
H 1.583775 -1.928745 0.873244 0.40 -0.80 0.40 0.208
H 2.060772 -0.403054 -0.242432 -0.58 -1.09 0.78 0.207
H -1.760006 0.488935 0.553813 -0.59 -0.31 0.14 0.188
N 0.141121 -0.646577 0.462273 0.85 1.29 -0.95 -0.116
O 0.024339 0.630655 -0.346764 -1.82 -1.43 0.72 -0.407
S -2.058852 1.953476 -1.339547 0.37 -0.36 0.25 0.003
```
Forces are in eV/Å.

3.
This record from OMol25 describes a structure of composition C48H47AlNO4P3S3. The level of theory is the ωB97M-V functional and the def2-TZVPD basis.

Results
Energy above the lowest of the compared OMol25 structures with the same formula, charge and spin (kcal/mol): 9.45
Gap between HOMO and LUMO (Ha): 0.242
Molar mass (g mol⁻¹): 918.01
LUMO level (eV): -0.3823

```
107
Properties=species:S:1:pos:R:3:forces:R:3:mulliken_charge:R:1
Al 1.008447 0.630521 -0.842701 -0.05 0.29 0.57 -0.037
S 3.290027 -2.294436 1.132285 -0.12 0.06 -0.04 -0.707
P 1.601038 -1.440379 1.772885 0.02 -0.22 0.13 1.854
C 1.088336 0.023443 1.067357 0.31 0.01 -0.28 -1.446
P 1.404899 1.569051 1.644792 -0.03 0.00 0.12 1.556
S 1.979872 2.597410 -0.048189 -0.08 -0.07 -0.13 -0.871
C -0.073110 2.437583 2.266502 0.01 0.00 0.02 0.090
C -0.043365 3.795237 2.580658 0.06 0.00 -0.01 -0.458
C -1.191601 4.435862 3.010947 -0.04 0.01 0.01 -0.789
C -2.382359 3.725187 3.127807 0.00 0.06 0.01 -0.615
C -2.418647 2.377366 2.813304 -0.01 -0.04 -0.01 -0.986
C -1.264596 1.734967 2.381518 0.02 0.00 -0.02 0.507
C 2.633614 1.807244 2.955311 0.05 0.00 -0.06 0.796
C 2.263385 2.037081 4.275940 -0.08 0.04 -0.01 -0.492
C 3.234185 2.151005 5.257953 0.06 -0.01 0.04 -0.732
C 4.576181 2.033166 4.926844 -0.02 0.00 0.04 -0.524
C 4.949591 1.796899 3.611112 -0.01 0.00 -0.03 -0.794
C 3.981064 1.684815 2.627351 0.02 -0.08 -0.02 -0.404
C 0.234821 -2.653740 1.592714 0.01 0.05 -0.03 0.025
C 0.434131 -3.986080 1.943098 0.08 0.01 0.01 -0.869
C -0.592383 -4.906839 1.811663 -0.04 -0.01 -0.02 -0.749
C -1.830517 -4.506402 1.321500 0.02 -0.03 0.01 -0.698
C -2.034350 -3.181441 0.969388 -0.03 0.02 -0.02 -1.003
C -1.005881 -2.257975 1.108102 0.05 0.05 0.01 0.530
C 1.664896 -1.268397 3.592236 -0.05 0.03 -0.01 0.534
C 0.492724 -0.969104 4.284756 -0.02 0.02 -0.04 -0.199
C 0.505733 -0.839774 5.663044 0.01 0.00 0.04 -0.688
C 1.694800 -1.008468 6.362710 -0.03 0.02 0.01 -0.539
C 2.862893 -1.303552 5.678090 0.01 0.01 0.01 -0.692
C 2.848345 -1.436854 4.296366 0.04 -0.01 -0.04 -0.517
H 0.881075 4.353239 2.481924 0.00 -0.01 -0.01 0.462
H -1.162807 5.490070 3.253849 0.00 0.01 0.00 0.415
H -3.280603 4.230290 3.459590 -0.01 0.00 0.01 0.419
H -3.345128 1.822872 2.894242 -0.01 0.00 0.00 0.487
H -1.277068 0.687243 2.108759 0.00 -0.02 -0.02 0.231
H 1.217367 2.123243 4.542027 0.01 -0.01 -0.01 0.351
H 2.939630 2.322878 6.284970 0.00 0.00 0.01 0.424
H 5.331963 2.121819 5.696726 0.01 0.00 0.01 0.389
H 5.995019 1.700755 3.349332 0.01 0.00 0.01 0.432
H 4.264846 1.493670 1.599594 -0.01 0.00 -0.01 0.297
H 1.406827 -4.299086 2.304782 0.00 0.01 0.00 0.433
H -0.427434 -5.940187 2.088930 0.00 -0.01 0.01 0.427
H -2.630329 -5.227985 1.216539 -0.02 -0.01 0.00 0.398
H -2.994879 -2.861573 0.583109 -0.01 0.00 0.00 0.524
H -1.146993 -1.224333 0.812261 -0.03 0.02 0.00 0.302
H -0.437293 -0.842613 3.741661 0.01 -0.02 0.00 0.144
H -0.411422 -0.612815 6.191880 0.00 0.00 0.01 0.448
H 1.706910 -0.912269 7.440980 0.00 0.01 0.01 0.399
H 3.791968 -1.430236 6.219041 0.01 0.00 0.01 0.430
H 3.752633 -1.677372 3.750895 0.00 0.00 0.00 0.385
N 1.042577 1.519837 -2.857331 0.10 -0.22 -0.14 -0.492
C 0.943780 1.545830 -3.998298 0.06 0.18 0.05 0.615
C 0.849561 1.550743 -5.428465 -0.08 -0.07 0.15 0.203
C 1.176575 2.695818 -6.149862 -0.03 -0.04 -0.07 -0.493
C 1.079391 2.661940 -7.530270 0.00 0.00 0.02 -0.602
C 0.665504 1.500754 -8.170019 0.00 -0.01 -0.03 -0.381
C 0.344730 0.362855 -7.441357 0.01 0.03 0.04 -0.745
C 0.433687 0.379532 -6.059954 0.03 0.03 -0.08 -0.273
H 1.497276 3.590244 -5.634412 -0.01 0.00 0.02 0.504
H 1.325489 3.542132 -8.107529 0.01 0.01 -0.01 0.407
H 0.593419 1.481782 -9.249247 0.00 0.01 -0.01 0.393
H 0.025434 -0.536877 -7.948162 0.00 -0.01 -0.02 0.430
H 0.198233 -0.494407 -5.466504 0.00 -0.01 0.02 0.523
C 3.186912 -5.352703 -2.726294 0.01 -0.02 0.01 -1.474
C 2.929072 -4.242463 -1.738596 -0.04 0.06 0.01 -0.047
O 2.278027 -3.162072 -2.456145 0.20 0.10 0.02 -0.295
P 1.291759 -2.161371 -1.682505 -0.19 0.14 -0.31 0.151
O 0.373911 -1.725284 -2.970310 0.02 -0.15 0.04 -0.023
C -0.994854 -2.173536 -2.945632 -0.04 0.10 0.02 -0.062
C -1.142798 -3.533287 -3.589776 -0.01 -0.03 -0.01 -1.287
O 2.169342 -0.680308 -1.724234 -0.27 -0.23 0.21 0.889
C 3.249336 -0.410869 -2.673124 0.01 0.09 0.09 -0.490
C 4.531733 -1.106157 -2.269354 -0.02 0.07 0.00 -1.060
H 3.700436 -6.176600 -2.230431 0.00 -0.01 0.02 0.403
H 3.814276 -5.004034 -3.546647 0.01 0.02 -0.01 0.315
H 2.252716 -5.728599 -3.142746 -0.02 0.00 -0.01 0.303
H 3.846782 -3.856245 -1.297249 0.01 -0.02 -0.01 0.376
H 2.286407 -4.561116 -0.916091 0.00 -0.02 0.01 0.276
H -1.563716 -1.407721 -3.475495 0.00 -0.03 0.01 0.364
H -1.351118 -2.181966 -1.911266 0.00 -0.02 -0.01 -0.009
H -0.778167 -3.520507 -4.616995 0.01 0.01 -0.02 0.292
H -2.192490 -3.830464 -3.597075 -0.01 0.01 0.00 0.433
H -0.581773 -4.290444 -3.039995 0.01 0.00 0.02 0.238
H 3.378776 0.668820 -2.633028 -0.01 -0.02 -0.03 0.579
H 2.891879 -0.693289 -3.664747 0.07 0.00 0.00 0.118
H 4.628970 -1.090137 -1.183983 0.00 0.00 0.02 0.184
H 5.376873 -0.567815 -2.700550 0.00 -0.01 -0.04 0.418
H 4.564580 -2.136145 -2.613342 -0.01 -0.02 0.01 0.229
C -7.211726 2.422642 1.776338 -0.04 0.01 -0.01 -0.612
C -8.069347 3.238721 0.842353 -0.05 0.02 0.04 0.565
O -9.126633 3.701101 1.179714 0.04 -0.01 -0.04 -0.553
S -7.573214 3.517099 -0.859238 0.01 0.05 0.04 -0.130
C -5.927257 2.866741 -0.966824 0.04 -0.09 -0.06 -0.549
C -5.707996 1.632691 -1.572199 -0.03 0.01 0.04 -0.234
C -4.427338 1.114352 -1.661706 -0.01 0.02 0.00 -0.775
C -3.343733 1.820554 -1.138156 0.06 0.10 0.09 -0.285
C -3.566960 3.067484 -0.546514 0.05 -0.01 0.01 -0.215
C -4.843705 3.588804 -0.473398 -0.08 0.06 0.00 -0.316
C -2.021003 1.278122 -1.160239 -0.07 -0.49 0.10 0.429
C -0.934877 0.735520 -1.086963 0.15 0.27 -0.47 0.280
H -7.126083 2.968774 2.714964 -0.01 -0.01 0.00 0.266
H -6.228738 2.183506 1.387734 0.03 0.00 -0.01 0.109
H -7.756787 1.499107 1.975554 0.02 -0.02 0.02 0.295
H -6.549022 1.071711 -1.957663 -0.02 0.01 -0.02 0.455
H -4.258719 0.150117 -2.122314 0.00 -0.01 0.00 0.529
H -2.726132 3.609770 -0.134059 0.00 0.01 0.00 0.507
H -5.009747 4.556286 -0.016785 -0.01 0.01 0.00 0.445
```
Forces are in eV/Å.